(1)
The following is a quantum chemistry calculation of a structure of composition C51H55ClNO2P2SSbSe4W at a distorted geometry, from the OMol25 dataset.

Each line ends with the Löwdin charge.
Geometry (Å):
W -0.407 -0.279 -0.045  1.183
C -5.126 1.262 3.738  -0.068
C -4.053 0.444 4.045  -0.063
C -2.860 0.588 3.360  -0.124
C -2.729 1.546 2.351  -0.346
C -3.810 2.365 2.049  -0.078
C -4.999 2.217 2.742  -0.071
P -1.052 1.643 1.605  1.120
C -0.465 3.034 2.655  -0.301
C 0.153 4.163 2.124  -0.080
C 0.474 5.227 2.946  -0.064
C 0.215 5.169 4.304  -0.070
C -0.346 4.023 4.844  -0.069
C -0.679 2.960 4.028  -0.082
C -1.137 2.465 -0.028  -0.424
C -1.696 3.707 -0.314  -0.107
C -1.649 4.187 -1.609  -0.057
C -0.959 3.485 -2.583  -0.050
C -0.334 2.288 -2.271  -0.084
C -0.426 1.699 -0.996  -0.299
H -6.057 1.161 4.274  0.108
H -4.138 -0.309 4.814  0.111
H -2.023 -0.054 3.613  0.099
H -3.738 3.104 1.266  0.103
H -5.836 2.854 2.500  0.111
H 0.369 4.230 1.065  0.100
H 0.916 6.113 2.515  0.110
H 0.450 6.008 4.941  0.107
H -0.540 3.960 5.903  0.107
H -1.124 2.076 4.463  0.098
H -2.167 4.285 0.470  0.107
H -2.145 5.117 -1.848  0.110
H -0.909 3.866 -3.592  0.114
H 0.249 1.804 -3.054  0.096
C 3.671 3.898 -1.011  -0.080
C 4.707 3.454 0.021  -0.548
C 5.082 4.666 0.889  -0.042
C 5.959 2.932 -0.704  -0.067
C 4.207 2.336 0.913  -0.154
C 5.108 1.794 1.835  -0.015
C 4.771 0.759 2.681  -0.070
C 3.502 0.234 2.590  -0.455
S 2.815 -1.098 3.486  1.139
C 1.351 -0.942 2.534  -0.505
N 1.357 0.092 1.635  -0.112
C 2.576 0.742 1.668  -0.344
C 2.929 1.803 0.831  0.019
C 0.199 -1.749 2.657  -0.268
C 0.047 -2.646 3.733  -0.036
C -1.145 -3.302 3.907  -0.063
C -2.205 -3.053 3.035  -0.059
C -2.028 -2.204 1.951  -0.143
C -0.827 -1.547 1.648  -0.247
H 4.102 4.664 -1.651  0.088
H 2.787 4.316 -0.528  0.073
H 3.385 3.067 -1.655  -0.002
H 5.481 5.455 0.257  0.086
H 5.840 4.402 1.622  0.073
H 4.212 5.052 1.418  0.080
H 6.153 3.521 -1.595  0.083
H 5.825 1.891 -1.007  0.026
H 6.828 2.983 -0.057  0.076
H 6.110 2.181 1.893  0.116
H 5.481 0.349 3.376  0.115
H 2.171 2.164 0.129  0.098
H 0.878 -2.777 4.415  0.097
H -1.264 -3.993 4.728  0.109
H -3.158 -3.541 3.184  0.113
H -2.893 -2.049 1.304  0.068
Se 3.895 -2.348 -4.071  -0.023
Sb 3.626 -0.928 -2.077  -0.254
Se 5.378 -1.677 -0.589  -0.091
Se 4.358 1.035 -3.326  -0.024
Se 1.471 -0.628 -1.025  0.498
Cl -5.259 -1.510 -0.486  0.660
C -4.532 0.001 0.176  -0.444
C -3.274 0.353 -0.580  -0.605
O -3.251 1.256 -1.408  0.105
O -2.185 -0.341 -0.324  -0.339
H -4.367 -0.196 1.236  0.055
H -5.258 0.799 0.024  0.092
C -2.466 -4.309 -0.558  -0.104
C -2.206 -3.962 -2.024  -0.644
C -3.558 -3.603 -2.637  -0.115
C -1.637 -5.213 -2.699  -0.074
P -0.982 -2.482 -2.010  1.180
C 0.534 -3.511 -1.704  -0.427
C 0.927 -3.544 -0.355  -0.216
C 2.117 -4.113 0.053  -0.083
C 2.950 -4.688 -0.899  -0.088
C 2.542 -4.736 -2.222  -0.134
C 1.353 -4.142 -2.632  -0.147
C -0.966 -1.831 -3.837  -0.631
C -1.166 -2.832 -4.976  -0.073
C -2.091 -0.783 -3.860  -0.093
C 0.340 -1.098 -4.138  -0.144
H -3.055 -5.221 -0.503  0.093
H -3.044 -3.525 -0.075  0.038
H -1.544 -4.486 0.000  0.075
H -4.287 -4.355 -2.335  0.090
H -3.547 -3.596 -3.721  0.065
H -3.917 -2.640 -2.283  0.001
H -2.454 -5.919 -2.840  0.093
H -0.889 -5.691 -2.069  0.086
H -1.195 -5.020 -3.669  0.060
H 0.297 -3.025 0.387  0.045
H 2.413 -4.053 1.092  0.106
H 3.929 -5.048 -0.620  0.106
H 3.183 -5.172 -2.975  0.089
H 1.126 -4.120 -3.687  0.085
H -2.088 -3.396 -4.899  0.056
H -0.323 -3.511 -5.068  0.075
H -1.214 -2.263 -5.903  0.094
H -3.081 -1.225 -3.768  0.069
H -2.061 -0.224 -4.793  0.096
H -1.973 -0.049 -3.046  0.050
H 1.204 -1.758 -4.058  -0.018
H 0.455 -0.237 -3.472  0.010
H 0.328 -0.701 -5.152  0.102

LUMO level (alpha / beta), eV: -2.24 / -2.24
2S+1: 1
Highest occupied orbital energy (alpha / beta), eV: -5.61 / -5.61

(2)
The following is a quantum chemistry calculation of a structure of composition C12H10NPtS4Sb, from the OMol25 dataset.

Each line ends with the Löwdin charge.
Geometry (Å):
Pt 0.070 2.154 -0.447  0.325
S -1.120 6.472 0.785  -0.376
Sb 0.794 5.251 0.619  -0.260
S 0.472 3.038 1.598  -0.098
S 1.110 3.998 -1.411  -0.264
S 2.714 6.287 1.279  -0.382
N 1.728 -0.319 1.062  0.123
C 1.564 -1.154 0.000  -0.281
C 2.672 -1.802 -0.563  -0.055
C 2.536 -2.645 -1.652  -0.135
C 1.286 -2.876 -2.207  -0.136
C 0.183 -2.241 -1.645  -0.065
C 0.283 -1.380 -0.561  -0.153
C -0.951 -0.789 0.040  -0.239
C -1.958 -1.691 0.413  -0.079
C -3.149 -1.254 0.965  -0.133
C -3.336 0.111 1.155  -0.127
C -2.342 1.003 0.787  -0.159
C -1.120 0.600 0.205  -0.333
H 2.642 -0.095 1.401  0.093
H 0.941 0.185 1.430  0.030
H 3.652 -1.623 -0.134  0.098
H 3.417 -3.119 -2.071  0.085
H 1.169 -3.527 -3.064  0.078
H -0.803 -2.402 -2.069  0.107
H -1.783 -2.755 0.278  0.099
H -3.911 -1.968 1.258  0.080
H -4.255 0.480 1.598  0.085
H -2.502 2.062 0.953  0.072

Total charge: -2
LUMO level, eV: 4.66
2S+1: 1
Energy above the lowest of the compared OMol25 structures with the same formula, charge and spin, kJ/mol: 77.0
Highest occupied orbital energy, eV: -1.44

(3)
The following is a quantum chemistry calculation of a structure of composition C20H64CdN3O11 at a distorted geometry, from the OMol25 dataset.

Each line ends with the Löwdin charge.
Geometry (Å):
Cd 6.935 -0.252 -3.054  0.748
C -0.086 0.985 -1.763  -0.073
C 0.919 1.108 -2.893  -0.286
O 2.319 1.387 -2.613  0.027
H -0.171 1.905 -1.185  0.088
H 0.353 0.216 -1.127  0.084
H -1.078 0.668 -2.086  0.091
H 0.480 1.789 -3.622  0.123
H 0.847 0.119 -3.345  0.158
C -0.196 5.620 6.867  -0.089
C 0.402 5.697 5.459  -0.338
O 1.602 6.460 5.484  -0.065
H -1.013 4.935 7.091  0.069
H -0.543 6.593 7.216  0.073
H 0.605 5.244 7.504  0.070
H -0.321 6.239 4.849  0.097
H 0.397 4.728 4.961  0.104
H 2.010 6.234 4.645  0.078
C -0.067 1.715 -10.870  -0.077
C -0.060 2.826 -9.782  -0.360
O -0.476 4.026 -10.334  -0.058
H 0.563 0.903 -10.507  0.064
H 0.452 2.066 -11.762  0.073
H -1.087 1.392 -11.078  0.073
H 0.960 2.922 -9.410  0.100
H -0.675 2.459 -8.960  0.101
H -0.425 4.654 -9.610  0.085
C -5.232 -1.578 -6.634  -0.099
C -4.300 -2.560 -5.953  -0.308
O -4.300 -3.848 -6.629  -0.087
H -6.300 -1.796 -6.630  0.078
H -4.878 -1.298 -7.626  0.075
H -5.098 -0.621 -6.129  0.068
H -4.592 -2.718 -4.915  0.105
H -3.325 -2.080 -6.040  0.099
H -3.668 -4.413 -6.178  0.070
C 0.056 -5.739 0.568  -0.063
C 0.858 -5.970 1.902  -0.375
C -0.045 -6.465 3.042  -0.222
O 0.780 -6.930 4.107  -0.206
C 0.075 -7.771 5.053  -0.084
N 1.806 -7.082 1.652  0.041
H -0.677 -4.943 0.704  0.065
H -0.508 -6.608 0.230  0.073
H 0.668 -5.390 -0.263  0.067
H 1.372 -5.061 2.215  0.134
H -0.699 -7.293 2.771  0.118
H -0.722 -5.674 3.366  0.122
H -0.610 -7.121 5.597  0.083
H 0.672 -8.365 5.746  0.088
H -0.616 -8.496 4.623  0.078
H 2.216 -7.361 2.531  0.063
H 1.335 -7.892 1.275  0.072
C 4.259 -0.272 5.951  -0.054
C 5.346 0.361 5.050  -0.435
C 6.186 1.423 5.747  -0.209
O 6.924 2.139 4.735  -0.186
C 7.574 3.263 5.308  -0.118
N 6.257 -0.696 4.664  0.035
H 4.581 -0.791 6.854  0.083
H 3.621 -0.878 5.309  0.075
H 3.590 0.556 6.188  0.072
H 4.900 0.779 4.148  0.137
H 6.773 1.074 6.596  0.132
H 5.480 2.155 6.141  0.120
H 6.948 4.153 5.362  0.085
H 8.445 3.472 4.687  0.087
H 7.925 3.143 6.333  0.084
H 6.465 -1.189 5.520  0.068
H 7.165 -0.316 4.436  0.065
C -9.688 -1.288 0.219  -0.075
C -8.931 -1.131 1.536  -0.401
C -7.538 -0.536 1.304  -0.207
O -6.986 -0.346 2.608  -0.185
C -5.675 0.036 2.571  -0.155
N -9.698 -0.110 2.310  0.026
H -9.208 -2.111 -0.310  0.073
H -9.729 -0.422 -0.442  0.080
H -10.705 -1.573 0.489  0.080
H -8.896 -2.008 2.181  0.138
H -7.633 0.424 0.795  0.126
H -6.970 -1.182 0.634  0.123
H -5.430 0.161 3.626  0.092
H -5.563 1.010 2.095  0.089
H -4.925 -0.671 2.216  0.086
H -10.236 0.534 1.749  0.060
H -9.005 0.485 2.742  0.051
O 2.243 7.283 -3.743  -0.050
H 1.304 7.466 -3.739  0.033
H 2.304 6.336 -3.621  0.019
O 5.387 -1.344 -6.717  -0.085
H 4.599 -0.803 -6.765  0.026
H 5.365 -1.872 -7.515  0.036
O 8.371 2.658 -5.130  -0.100
H 8.018 3.478 -4.785  0.030
H 8.979 2.928 -5.818  0.037
O 3.693 5.657 0.377  -0.047
H 3.644 4.771 0.019  0.020
H 3.555 6.229 -0.378  0.026

Total charge: +1
LUMO level, eV: -9.15
2S+1: 1
Highest occupied orbital energy, eV: -10.23

| no. | E_tot (eV) |
| --- | --- |
| 1 | -371045.39137 |
| 2 | -67225.27616 |
| 3 | -53316.56078 |